No. 1
Here is a cluster of 2 separate species, C4H8O2 in total from the OMol25 dataset. Energies are from ωB97M-V/def2-TZVPD.

Element x y z (Å)
H 0.493910 2.770906 -0.378516
H -0.552718 1.494836 -0.995597
H 0.922855 1.874266 -1.885119
H 1.092729 1.100946 -0.292330
C -0.244124 -0.878249 1.323066
H 0.568039 -0.374459 1.851095
C 0.180323 -1.531510 0.016645
O -0.717924 -0.925707 -0.942947
C 0.497004 1.807646 -0.885364
C -1.479252 0.010917 -0.403688
O -1.207827 0.109003 0.886148
H 1.210513 -1.304395 -0.271168
H -0.774095 -1.546913 2.002699
H 0.010564 -2.607286 -0.024923

Atomic forces in eV per Å
H 0.2 0.1 -0.1
H 0.7 0.4 0.0
H 0.1 0.2 0.1
H -0.3 0.1 -0.2
C 0.2 -0.2 0.1
H -0.1 0.0 -0.1
C 0.2 -0.2 0.2
O -0.3 0.0 0.0
C 0.0 0.2 -0.1
C -0.4 -0.6 0.2
O -0.3 -0.1 -0.1
H -0.2 0.0 0.0
H 0.2 0.0 0.0
H 0.1 0.1 0.1

Properties
Energy relative to the best compared isomer or geometry (same formula, charge and spin): 71.7 kcal/mol
F_max: 0.82 eV Å⁻¹
Frontier orbital gap: 10.1 eV

---

No. 2
Here is an isolated molecule of CH4N4O2 in a non-equilibrium geometry from the OMol25 dataset. Energies are from ωB97M-V/def2-TZVPD.

Element x y z (Å)
O -2.436507 0.551295 0.975139
H -0.613303 -1.322828 0.473151
H 2.359451 0.859341 -0.924919
N -2.295298 0.277168 -0.217137
O -3.165517 0.256183 -1.061546
H 2.162025 0.975075 0.671862
C -0.163539 -0.401979 0.001835
N -0.990200 0.414836 -0.644827
N 2.332419 0.280519 -0.051498
N 1.188716 -0.534509 0.156586
H 1.621757 -1.355106 0.621354

Atomic forces in eV per Å
O -0.8 -1.1 -0.2
H 0.3 1.1 -0.2
H -0.6 -1.2 0.6
N -0.3 2.4 0.6
O 0.3 -0.8 0.4
H 0.8 0.4 0.0
C -1.2 -1.4 0.0
N 3.7 -1.3 0.3
N -0.8 2.2 -0.3
N 0.2 -0.9 -0.7
H -1.8 0.5 -0.6

Properties
Energy relative to the best compared isomer or geometry (same formula, charge and spin): 81.6 kcal/mol
F_max: 3.96 eV Å⁻¹
Frontier orbital gap: 10.1 eV
SMILES: NN/C=N/[N+](=O)[O-]

---

No. 3
Here is a structure of composition C4H8O2 in a non-equilibrium geometry from the OMol25 dataset. Energies are from ωB97M-V/def2-TZVPD.

Element x y z (Å)
O 0.667233 -1.225559 -1.261793
O 0.268548 -0.566115 1.531209
H -1.271142 1.403809 -0.598190
C -0.947345 -0.404129 1.197733
H 0.914023 -1.703566 -0.445844
H 1.266024 0.942748 -1.216585
H -1.554393 -1.302596 0.977959
H -1.528444 0.359353 1.748607
H -1.686844 -0.226193 -1.284179
H 2.264622 0.191816 0.234719
C 0.318751 -0.019795 -0.770231
C 1.297506 0.648571 0.005930
H 1.012967 1.555152 0.533728
C -1.021504 0.346504 -0.653068

Atomic forces in eV per Å
O -0.3 -0.2 0.3
O -0.4 -0.4 1.0
H 0.1 -0.2 0.3
C -0.1 -0.4 0.7
H 0.3 -0.2 -0.2
H 1.0 0.8 0.4
H 0.1 0.2 -0.2
H 0.0 0.1 -0.4
H -0.2 -0.1 0.1
H -0.5 0.1 -0.3
C -0.5 -0.2 0.6
C 0.4 0.6 -1.3
H 0.0 -0.3 -0.2
C 0.0 0.1 -0.7

Properties
Energy relative to the best compared isomer or geometry (same formula, charge and spin): 116.4 kcal/mol
F_max: 1.54 eV Å⁻¹
Frontier orbital gap: 9.6 eV

---

No. 4
Here is a cluster of 3 separate species, C5H8N in total in a non-equilibrium geometry from the OMol25 dataset. Energies are from ωB97M-V/def2-TZVPD.

Element x y z (Å)
H -2.186530 1.556258 -0.562389
C 2.153674 1.256571 -0.574687
H 1.549402 -1.209984 0.947270
H 1.968077 -1.226703 -0.759764
H -0.092696 -1.596951 -1.465871
C 1.243847 -0.865354 -0.028848
H -0.653727 2.408023 -0.618823
H -1.204368 0.118294 2.111415
H -1.268964 -0.717742 3.060608
H -1.075333 -1.395816 -0.088457
C -0.290750 0.465746 -0.614946
C 1.095868 0.677885 -0.202289
N -1.044151 1.504560 -0.627958
C -0.194346 -0.974781 -0.575255

Atomic forces in eV per Å
H 3.7 -0.7 -0.7
C 2.2 1.5 -0.5
H -0.5 0.1 0.4
H -0.2 -0.3 0.2
H -0.5 0.8 -0.7
C 1.1 -0.5 0.0
H 0.8 1.1 0.4
H -0.3 -3.2 3.7
H 0.3 3.2 -3.7
H 0.4 -0.4 0.7
C 2.3 2.8 0.7
C -2.0 -1.5 -0.4
N -6.1 -0.9 -0.2
C -1.1 -2.0 0.0

Properties
Energy relative to the best compared isomer or geometry (same formula, charge and spin): 214.2 kcal/mol
F_max: 6.21 eV Å⁻¹
Total charge: +1
Frontier orbital gap: 9.8 eV